Entry 1:
Here is C48H78N11O as an isolated structure in a non-equilibrium geometry from the OMol25 dataset. Energies are from ωB97M-V with the def2-TZVPD basis set.

Structure (XYZ):
```
138
Properties=species:S:1:pos:R:3:forces:R:3
C 0.3964 -3.1606 0.1645 -1.6 1.1 0.9
C 0.7947 -1.6954 0.5232 0.8 -0.9 -1.8
N 0.5116 -0.6401 -0.5564 -0.7 -1.3 -2.4
C 0.9682 -1.2440 -1.9709 5.6 5.0 2.6
C -1.0649 -0.3853 -0.5986 1.9 0.2 -1.8
C -1.5197 0.7569 -1.6437 0.1 -5.3 4.1
C 1.4041 0.5956 -0.3425 -2.2 -0.8 1.4
C 1.1585 1.2876 0.9903 -2.7 -6.0 -7.0
O -0.1473 1.6713 1.1042 0.5 0.4 0.1
C -0.3464 2.7517 2.0317 -2.1 -11.8 3.6
H 0.7671 -3.5183 -0.7962 -1.1 1.4 3.0
H -0.6764 -3.3248 0.0638 0.4 0.6 0.5
H 0.5936 -3.8971 0.9435 1.4 2.4 -1.6
H 1.8839 -1.7284 0.5492 0.0 0.3 0.1
H 0.4967 -1.3134 1.4996 -0.4 -0.5 -1.5
H 0.2999 -2.0227 -2.3386 5.6 3.9 3.0
H 1.9266 -1.7439 -1.8308 -1.3 2.3 0.9
H 1.0120 -0.4975 -2.7640 0.9 0.8 1.3
H -1.5011 -0.2054 0.3840 2.4 -0.7 -0.7
H -1.4592 -1.3374 -0.9538 0.2 0.6 0.5
H -1.0621 0.6540 -2.6277 -1.6 -3.6 2.2
H -1.1866 1.7585 -1.3715 -0.8 -1.8 1.8
H -2.6055 0.7145 -1.7291 -0.1 0.0 -0.1
H 1.0853 1.3816 -1.0270 0.4 -1.9 0.2
H 2.4692 0.4152 -0.4876 -0.2 -0.7 0.0
H 1.7981 2.1550 0.8269 -2.5 -2.2 -4.5
H 1.5656 0.6838 1.8014 -0.2 0.2 -0.1
H 0.3694 3.5298 2.2969 3.5 -9.7 2.8
H -0.5982 2.3649 3.0192 0.1 -0.8 0.7
H -1.3046 3.1228 1.6680 2.0 0.8 0.2
C -0.1854 -4.1816 2.4616 -1.3 -1.0 2.1
C -1.3485 -3.2063 2.1910 -0.1 0.2 0.1
C -2.5190 -3.8505 1.4408 -1.0 -0.3 0.5
C -3.0376 -5.1769 1.9038 1.4 0.5 -0.3
N -3.3506 -6.2015 2.3162 -0.2 0.0 -0.1
H -0.5419 -4.9259 3.1737 0.1 0.1 0.5
H 0.7152 -3.7063 2.8503 -0.1 0.1 0.2
H 0.1484 -4.7766 1.6115 -1.1 -0.9 1.1
H -1.0396 -2.3580 1.5803 -0.3 -0.4 0.2
H -1.7128 -2.6526 3.0563 0.1 -0.7 0.6
H -2.2385 -3.8380 0.3876 -0.5 -0.6 -0.1
H -3.4278 -3.2562 1.5363 0.2 0.5 -0.2
C -2.1417 3.3650 -0.2264 -2.2 1.4 -1.1
C -2.8194 4.7313 -0.5519 1.5 -1.8 -1.3
C -3.8024 5.0324 0.4801 -0.7 1.8 1.6
C -5.0507 4.2973 0.5965 -1.5 -1.0 0.0
N -6.0705 3.7608 0.7393 1.5 0.7 -0.2
H -2.2654 3.1313 0.8310 0.0 1.0 -1.0
H -1.1863 3.0826 -0.6686 -0.2 1.2 0.6
H -2.8295 2.5812 -0.5438 -0.4 1.1 -0.8
H -3.3781 4.6969 -1.4872 0.4 -0.1 -0.4
H -2.1238 5.5689 -0.6031 0.0 -0.2 -0.1
H -4.0264 6.0777 0.2672 -0.7 0.2 0.5
H -3.3152 5.0144 1.4550 -0.1 0.1 0.2
C -0.1542 -4.6456 -4.7668 0.1 -1.2 -0.2
C -0.3449 -5.6332 -3.5605 -1.2 0.8 -0.7
C -1.3383 -5.0677 -2.4804 2.2 1.4 0.1
C -0.8249 -3.7302 -2.0734 -0.8 -0.4 -1.2
N -0.4215 -2.6774 -1.8008 -10.1 -9.6 3.6
H -0.9257 -4.6388 -5.5368 -0.5 -0.1 0.5
H 0.7064 -5.0016 -5.3332 0.3 0.2 0.1
H 0.0008 -3.6046 -4.4832 0.1 -0.2 0.1
H 0.6549 -5.8334 -3.1753 -0.2 -0.2 0.4
H -0.7365 -6.6119 -3.8377 0.1 0.1 -0.4
H -1.3102 -5.6540 -1.5619 -0.5 -0.3 -0.1
H -2.3371 -4.7848 -2.8128 -0.2 -0.9 -0.3
C 4.1136 -2.0075 3.0879 -1.4 0.8 -0.4
C 3.2586 -1.8648 4.4023 2.9 -1.2 -1.9
C 2.4529 -0.5894 4.4762 -1.9 -0.8 -0.1
C 1.1970 -0.6128 3.5908 0.8 0.1 0.6
N 0.2861 -0.6208 2.8768 0.4 0.5 3.1
H 4.7911 -2.8572 3.0034 0.0 0.1 0.6
H 4.6341 -1.0701 2.8918 0.3 -0.1 0.0
H 3.4059 -2.1212 2.2667 -0.1 0.0 -0.2
H 4.0865 -1.8651 5.1113 -0.6 0.2 0.9
H 2.7628 -2.8338 4.4602 -0.7 0.5 0.6
H 3.0343 0.3148 4.2961 -0.1 -0.1 -0.2
H 2.0754 -0.5839 5.4988 -0.2 0.5 0.0
N 0.1808 1.3381 -3.9816 5.1 7.4 3.3
C 1.5006 1.6962 -3.9897 2.9 0.9 -1.3
C 1.8582 2.5161 -2.9037 1.5 -1.7 -1.6
C 0.7722 2.5365 -2.0732 -2.5 1.3 -1.5
C -0.1970 1.9150 -2.8437 -1.7 4.6 -1.7
H -0.5013 0.8404 -4.5357 0.6 3.1 -0.1
H 2.1496 1.4224 -4.8084 0.0 -0.1 -0.1
H 2.8355 2.8703 -2.6106 0.2 -0.1 -0.5
H 0.6576 2.8889 -1.0587 -0.1 0.9 -0.5
H -1.2606 1.8253 -2.6793 1.5 4.4 -2.8
N -3.1342 0.5384 2.9010 0.8 0.4 0.9
C -3.4851 -0.5497 2.1598 0.0 0.5 -0.2
C -3.1590 -0.2364 0.8577 -2.3 -0.8 0.9
C -2.5163 1.0054 0.8289 -2.1 0.7 2.1
C -2.4820 1.4766 2.1372 -2.3 -1.2 -1.1
H -3.1918 0.5995 3.9075 0.0 -0.1 -0.2
H -3.8134 -1.4436 2.6693 -0.4 0.2 -0.3
H -3.4446 -0.7867 -0.0266 0.1 -0.3 0.1
H -2.1344 1.4054 -0.0988 -0.6 -0.5 2.3
H -2.0234 2.3917 2.4815 -2.2 -1.5 1.0
N -0.5456 -1.4411 -3.5659 -3.7 1.5 -5.5
C -0.3565 -0.5330 -4.5409 0.4 -5.9 -2.6
C -1.5715 0.0085 -4.9494 -1.7 -2.1 -1.9
C -2.5377 -0.5787 -4.1589 0.2 -1.4 2.3
C -1.8447 -1.3922 -3.2268 -3.9 -0.8 -2.0
H 0.0907 -2.1624 -3.2579 -1.0 0.9 -4.6
H 0.6598 -0.3644 -4.8649 -0.3 -0.8 -0.6
H -1.8058 0.6737 -5.7674 0.5 0.1 0.0
H -3.6000 -0.3837 -4.1611 0.1 0.0 0.1
H -2.2340 -2.0395 -2.4549 -0.5 0.6 -0.7
N 4.4313 3.7786 1.0490 0.2 -0.2 0.9
C 3.6406 4.7417 1.6142 -1.2 -0.8 -1.2
C 2.4035 4.1745 1.8457 2.2 1.0 0.5
C 2.5269 2.7756 1.6390 5.1 4.2 5.4
C 3.8206 2.4987 1.1601 -0.3 2.1 -0.1
H 5.3078 4.0979 0.6619 0.1 -0.9 0.0
H 3.9268 5.7757 1.7379 0.2 -0.1 -0.3
H 1.5215 4.7076 2.1686 2.4 0.0 -0.2
H 1.7909 2.0448 1.9399 3.6 3.3 5.2
H 4.2607 1.5754 0.8133 0.2 0.3 0.1
N -0.3439 5.7288 3.9888 -0.7 -0.1 -1.2
C 0.1041 4.5803 3.4147 -0.1 -0.2 6.3
C -0.1213 4.5632 2.1170 -1.9 13.1 -5.4
C -0.5636 5.8322 1.7729 -2.5 2.7 1.1
C -0.9035 6.4521 2.9758 1.0 1.3 0.3
H -0.3205 6.0125 4.9578 -0.1 -0.4 -0.2
H 0.5720 3.8652 4.0751 0.0 -0.1 -0.3
H 0.2705 3.7978 1.4636 1.0 7.2 -5.2
H -0.6173 6.2901 0.7963 -0.2 -0.3 0.1
H -1.2876 7.3898 3.3494 -0.3 0.3 -0.9
N 1.9068 -3.9355 -1.9812 1.7 -1.4 0.2
C 2.3532 -3.9267 -0.6512 1.3 -2.0 -0.2
C 3.2840 -2.9761 -0.4655 1.2 -0.5 -2.0
C 3.5081 -2.4937 -1.8002 2.2 1.5 0.2
C 2.6071 -2.9844 -2.6707 2.0 -2.5 -1.0
H 1.1311 -4.4779 -2.3337 0.9 0.1 0.1
H 1.9079 -4.5220 0.1322 1.0 -0.6 -0.8
H 3.8433 -2.6992 0.4160 -0.2 -0.3 -0.2
H 4.1477 -1.6492 -2.0104 0.1 -0.1 -0.2
H 2.4765 -2.7984 -3.7265 0.0 0.0 0.1
```
Forces are in eV/Å.

## Properties
- E_LUMO: -1.709 eV
- 2S+1: 1
- Net charge: +1
- Total energy: -2551.07695 Eh

Entry 2:
Here is a 12-piece molecular cluster, C48H84F4O24S8 overall in a non-equilibrium geometry from the OMol25 dataset. Energies are from ωB97M-V with the def2-TZVPD basis set.

Structure (XYZ):
```
168
Properties=species:S:1:pos:R:3:forces:R:3
C 5.6740 -4.1135 7.0886 -0.2 -0.4 0.8
C 4.9958 -2.7996 7.0147 0.3 1.2 -0.9
O 4.1927 -2.8113 5.7779 -0.8 0.9 0.2
S 3.7433 -1.3582 5.2034 0.3 0.8 0.1
C 5.1831 -0.9729 4.1445 -1.2 0.3 0.1
O 2.5655 -1.5699 4.3298 2.6 0.2 2.2
O 3.7822 -0.3804 6.3139 -0.8 -1.9 -2.1
H 6.3936 -4.0656 7.9073 0.0 -0.1 0.0
H 6.2023 -4.3716 6.1734 -0.2 -0.1 0.0
H 4.8965 -4.8228 7.3749 0.4 -0.5 -0.3
H 4.3805 -2.5855 7.8866 -0.2 -0.1 -0.2
H 5.7148 -1.9851 6.9119 0.0 0.0 0.1
H 5.3845 -1.8333 3.5118 0.0 0.1 0.0
H 6.0560 -0.6138 4.6850 -0.2 -0.4 0.4
H 4.8190 -0.1301 3.5557 0.0 -0.1 -0.3
C -1.6427 4.3875 3.7219 0.4 0.4 -0.2
C -2.9490 4.8797 3.1490 -0.4 -0.3 -0.7
O -3.3948 4.1334 1.9629 0.8 -0.8 -1.4
S -2.4870 4.1120 0.5788 0.3 -0.3 1.8
C -2.5609 5.9097 0.2333 1.0 -1.1 -0.5
O -1.1539 3.5791 0.8968 -1.9 1.3 -0.7
O -3.2561 3.4123 -0.4252 0.4 0.7 1.0
H -1.5743 3.3034 3.6451 0.1 0.0 -0.1
H -1.4964 4.6681 4.7649 -0.4 0.1 0.0
H -0.8404 4.8762 3.1676 0.3 -0.4 0.0
H -3.7767 4.7224 3.8377 0.0 0.1 -0.1
H -2.9279 5.9064 2.7832 0.1 0.2 0.7
H -1.7397 6.4578 0.6928 -0.2 -0.2 0.5
H -3.5538 6.2269 0.5376 0.1 0.1 -0.2
H -2.3415 5.9846 -0.8326 -0.5 0.0 -0.1
C 1.0666 6.4369 -0.1978 0.8 -1.4 -0.2
C 2.1420 5.6975 -1.0657 -1.4 0.7 1.4
O 3.3236 5.3825 -0.2666 0.6 -1.3 -0.1
S 3.3242 3.8995 0.4899 -2.4 0.1 -0.6
C 2.0868 4.2715 1.7705 1.5 0.2 0.7
O 2.7095 2.9058 -0.3795 0.9 1.2 0.5
O 4.5912 3.6073 1.0939 -0.3 0.9 -0.6
H 1.5494 6.9944 0.6040 0.0 0.5 -0.3
H 0.4636 5.6802 0.3039 -0.5 0.2 -0.2
H 0.5163 7.0427 -0.9154 -0.3 0.2 0.5
H 1.6978 4.7975 -1.4824 0.3 0.0 -0.1
H 2.2885 6.4533 -1.8347 1.4 -0.6 -0.2
H 1.1342 3.7957 1.5578 0.1 0.0 0.0
H 2.0437 5.3446 1.9432 -0.3 0.0 -0.6
H 2.5733 3.9667 2.6992 -0.3 -0.7 0.0
C -0.0680 -4.5823 1.8160 0.1 0.4 -0.5
C 1.1399 -5.1835 2.5111 -0.6 0.5 0.8
O 2.1946 -5.3771 1.5844 1.6 -0.2 -1.1
S 3.6354 -5.9515 2.0583 -0.8 0.0 2.2
C 4.1396 -4.6301 3.2485 -1.3 -1.4 0.1
O 3.3861 -7.1863 2.7944 0.4 1.5 -0.8
O 4.5318 -5.9163 0.9544 -0.4 0.0 -0.3
H -0.5936 -5.3642 1.2700 -0.2 0.2 -0.1
H 0.1711 -3.7542 1.1441 0.5 -0.4 -0.3
H -0.7381 -4.0375 2.4833 -0.1 -0.7 0.5
H 1.4896 -4.4802 3.2686 -0.1 -0.1 0.2
H 0.8699 -6.1384 2.9634 0.2 0.0 0.1
H 4.9304 -4.9827 3.9078 0.6 0.1 -0.7
H 3.3232 -4.5921 3.9698 -0.2 0.3 -0.2
H 4.2250 -3.6842 2.7210 0.4 -0.1 0.0
C -3.2756 0.3351 -6.1020 0.2 -1.9 0.2
C -3.0401 0.6499 -4.6028 1.0 0.3 -2.3
O -3.8101 1.8051 -4.2887 -2.3 0.0 1.1
S -5.3838 1.5816 -3.8318 0.1 0.5 1.2
C -5.5416 3.1320 -2.9337 0.5 -0.3 -0.8
O -6.3161 1.6701 -4.9412 1.3 -0.8 1.0
O -5.3804 0.4837 -2.8613 -0.2 0.9 -1.6
H -3.9040 -0.5598 -6.1250 -0.6 0.4 -0.2
H -2.4087 -0.0964 -6.6101 0.5 0.5 0.3
H -3.6868 1.1076 -6.7460 0.0 0.3 0.5
H -3.2018 -0.2598 -4.0254 -0.4 0.4 0.4
H -2.0179 0.9994 -4.4507 0.0 -0.1 0.2
H -6.5464 3.2931 -2.5510 0.0 -0.4 -0.1
H -5.3506 3.8645 -3.7180 0.1 0.2 0.3
H -4.7868 3.1363 -2.1506 -0.1 0.1 0.0
C 0.7885 -3.8017 -3.6942 0.0 -0.9 -0.5
C -0.5411 -3.3083 -4.2423 1.0 1.4 -0.4
O -1.3616 -4.4321 -4.5181 -2.5 -0.6 1.0
S -2.9369 -4.4202 -4.0037 0.5 0.3 -2.0
C -2.7707 -4.9399 -2.3257 0.6 -0.8 0.1
O -3.3961 -3.0429 -3.9860 0.2 -0.9 0.0
O -3.6004 -5.3980 -4.8638 1.1 1.4 1.9
H 1.4447 -3.0483 -3.2637 -0.1 0.2 -0.3
H 1.2556 -4.3504 -4.5145 0.5 0.3 0.0
H 0.6767 -4.5836 -2.9403 -0.4 0.2 0.3
H -0.9385 -2.4743 -3.6587 -0.7 -0.7 0.6
H -0.4639 -2.8256 -5.2204 0.6 0.0 0.0
H -2.4044 -5.9661 -2.3671 -0.4 -0.1 0.0
H -3.7073 -4.8541 -1.7787 -0.1 -0.1 -0.2
H -1.9865 -4.3927 -1.8019 -0.1 0.5 -0.3
C -6.8195 -2.0779 3.7830 -1.1 0.0 1.1
C -6.6689 -1.9654 2.2643 -1.4 0.3 2.2
O -5.2770 -2.0156 1.9964 0.1 -0.8 -1.6
S -4.7830 -2.8843 0.6962 -0.5 0.8 -0.2
C -5.1792 -1.7107 -0.6632 -0.9 -1.0 1.2
O -3.3519 -2.8348 0.8231 -0.3 -0.7 0.1
O -5.5462 -4.1251 0.6320 1.1 1.7 -0.1
H -6.2874 -1.4366 4.4885 0.9 0.2 -0.8
H -6.7048 -3.0966 4.1548 0.3 -0.1 -0.3
H -7.8279 -1.7960 4.1054 -0.4 -0.2 -0.6
H -7.3250 -2.7498 1.8839 0.9 -0.5 -0.5
H -7.1866 -1.0589 1.9423 0.8 0.4 -0.3
H -6.1990 -1.3843 -0.4574 0.0 0.1 -0.1
H -5.1900 -2.2226 -1.6232 0.4 0.1 0.0
H -4.4983 -0.8732 -0.5534 0.1 -0.2 -0.2
C 1.6078 0.0179 1.8496 -0.4 -1.3 -0.8
C 0.3951 0.6507 1.2007 0.5 0.3 2.5
O 0.5186 0.7760 -0.1866 -0.4 -0.9 -2.5
S -0.1238 -0.3805 -1.1466 -1.7 -0.6 0.7
C -1.9328 -0.0105 -0.9229 1.7 -0.1 0.3
O 0.1541 -0.0917 -2.5288 0.6 0.5 0.7
O 0.1929 -1.7104 -0.6532 -0.2 1.5 -0.2
H 1.5619 -1.0442 1.5923 0.3 -0.1 0.1
H 1.5135 0.0659 2.9327 0.3 0.3 0.0
H 2.5445 0.3718 1.4198 0.0 0.4 0.3
H -0.4884 0.1247 1.5677 -0.2 -0.1 -0.6
H 0.3156 1.6413 1.6529 -0.3 0.3 -0.7
H -1.9750 1.0748 -0.8393 -0.2 0.0 -0.1
H -2.2170 -0.4937 0.0104 -0.2 0.0 -0.1
H -2.4793 -0.3718 -1.7910 0.1 -0.1 0.1
F 4.4908 -3.3912 -1.6314 -0.2 0.1 0.1
C 4.7368 -2.2530 -0.9526 0.3 0.0 -0.2
C 4.1217 -1.0881 -1.3720 0.0 -0.1 -0.1
C 4.4471 0.0979 -0.7471 1.2 0.5 1.1
C 5.3367 0.1254 0.3679 -0.4 -1.6 -1.0
C 5.9401 -1.0920 0.7476 -0.1 -0.3 -0.6
C 5.6809 -2.2951 0.0488 -0.8 0.8 0.3
H 3.4447 -1.1615 -2.2104 0.0 0.2 0.0
H 4.1508 1.0712 -1.1120 -0.6 -0.2 -0.1
H 5.5141 1.0706 0.8596 0.2 0.0 0.1
H 6.6905 -1.1775 1.5228 0.0 0.4 0.2
H 6.0634 -3.2839 0.2621 0.4 0.2 0.3
F -2.4991 5.9622 -3.9631 -0.4 -0.2 -0.1
C -1.3853 5.2023 -3.9275 1.1 1.5 -0.4
C -1.3662 4.0481 -3.2195 -0.4 -1.6 1.4
C -0.1801 3.3254 -3.0570 0.7 0.4 -0.9
C 0.9398 3.7774 -3.7223 1.3 0.8 -0.4
C 0.9862 5.0185 -4.3528 -2.1 0.2 -0.2
C -0.2274 5.7416 -4.4735 1.5 -0.5 -0.1
H -2.2772 3.7180 -2.7368 -0.1 0.0 0.0
H 0.0646 2.4477 -2.4791 -1.1 -0.3 0.3
H 1.8748 3.2313 -3.7260 -0.1 -0.3 0.4
H 1.8948 5.4363 -4.7610 0.0 -0.1 -0.1
H -0.1792 6.6784 -5.0105 -0.5 0.1 0.1
F -3.6044 1.5752 5.2609 0.4 0.2 0.3
C -2.5716 0.7162 5.1267 0.0 -1.5 -1.8
C -2.4955 -0.0214 3.9285 -1.2 1.2 0.3
C -1.5195 -0.9402 3.7618 1.2 -1.5 1.1
C -0.6442 -1.2444 4.8291 0.4 0.5 0.5
C -0.6900 -0.5241 6.0380 -0.6 0.1 -2.0
C -1.6670 0.4703 6.1192 -0.1 1.0 1.3
H -3.2327 0.0588 3.1395 -0.2 0.4 0.1
H -1.5140 -1.5342 2.8574 0.2 0.0 0.0
H 0.1366 -1.9852 4.7286 -0.1 -0.1 -0.2
H 0.0509 -0.6493 6.8125 -0.1 -0.2 0.1
H -1.7559 1.1337 6.9723 0.2 -0.2 0.3
F 4.7866 -1.2125 -4.8717 0.0 -0.1 -0.2
C 3.7563 -0.7756 -5.6282 -0.4 0.1 -0.2
C 2.6118 -0.3492 -4.9552 0.9 -0.5 -0.5
C 1.5382 0.0708 -5.7120 -0.3 -0.8 0.5
C 1.5996 0.0103 -7.1012 -0.6 1.3 -0.4
C 2.7658 -0.2770 -7.7550 1.8 -1.4 0.6
C 3.8637 -0.7749 -7.0122 -0.3 0.6 0.6
H 2.6096 -0.4639 -3.8815 -0.3 0.4 0.0
H 0.6470 0.2869 -5.1374 -0.3 0.3 -0.4
H 0.7853 0.3182 -7.7446 -0.3 0.1 0.4
H 2.8927 -0.2302 -8.8271 -0.4 0.0 -0.1
H 4.8005 -1.1224 -7.4243 -0.1 0.1 -0.3
```
Forces are in eV/Å.

## Properties
- E_LUMO: -0.104 eV
- 2S+1: 1
- SMILES: CCOS(C)(=O)=O.CCOS(C)(=O)=O.CCOS(C)(=O)=O.CCOS(C)(=O)=O.CCOS(C)(=O)=O.CCOS(C)(=O)=O.CCOS(C)(=O)=O.CCOS(C)(=O)=O.Fc1ccccc1.Fc1ccccc1.Fc1ccccc1.Fc1ccccc1
- Total energy: -7269.87816 Eh

| no. | gap between HOMO and LUMO (Ha) | M (g mol⁻¹) |
| --- | --- | --- |
| 1 | 0.261 | 825.228 |
| 2 | 0.324 | 1377.704 |